(1)
{"formula": "C2HClN2O", "method": "ωB97M-V with the def2-TZVPD basis set", "lumo_ev": -0.5, "orbital_gap_ev": 9.48, "charge": 0, "homo_ev": -9.974, "species": ["O", "N", "C", "Cl", "C", "N", "H"], "positions_angstrom": [[1.787, 2.825, 0.077], [2.434, 1.817, 0.086], [2.664, 0.643, 0.030], [3.905, -0.505, 0.006], [0.866, -1.573, -0.453], [1.397, -2.281, 0.290], [0.409, -1.184, -1.365]], "nbo_charge": [-0.35, 0.18, 0.05, 0.13, 0.06, -0.30, 0.25]}

***

(2)
{"formula": "C2HClN2O", "method": "ωB97M-V with the def2-TZVPD basis set", "lumo_ev": -1.4, "orbital_gap_ev": 9.19, "charge": 0, "homo_ev": -10.618, "species": ["N", "C", "C", "Cl", "N", "O", "H"], "positions_angstrom": [[-2.077, -0.983, -0.234], [-1.203, -0.316, -0.041], [0.081, 0.359, 0.246], [0.320, 0.720, 1.984], [1.243, -0.563, -0.177], [1.531, -0.410, -1.348], [0.105, 1.192, -0.431]], "nbo_charge": [-0.24, 0.23, -0.24, 0.03, 0.19, -0.22, 0.25]}